{
  "formula": "C4H22NO11",
  "method": "ωB97M-V/def2-TZVPD",
  "charge": -1,
  "elements": ["C", "C", "C", "O", "N", "C", "O", "O", "H", "H", "H", "H", "H", "H", "H", "H", "O", "H", "H", "O", "H", "H", "O", "H", "H", "O", "H", "H", "O", "H", "H", "O", "H", "H", "O", "H", "H", "O"],
  "coordinates": [[-1.33, 2.38, 0.36], [-1.26, 1.36, 1.47], [-0.31, 1.77, 2.59], [0.31, 2.81, 2.69], [-0.01, 2.65, -0.18], [0.71, 1.79, -0.98], [1.95, 1.83, -0.85], [0.08, 1.17, -1.90], [-1.87, 1.98, -0.49], [-1.83, 3.30, 0.63], [-2.16, 1.25, 2.07], [-0.86, 0.38, 1.17], [-0.38, 1.21, 3.55], [0.58, 3.24, 0.38], [-3.65, -1.89, -0.22], [-3.89, -0.43, -0.59], [-4.04, -1.08, 0.10], [3.60, -2.05, -1.01], [2.22, -1.74, -0.79], [2.81, -2.50, -0.67], [0.57, -1.36, -3.26], [0.52, -0.32, -2.14], [0.54, -1.31, -2.30], [2.20, -0.95, 2.52], [1.47, -1.43, 1.23], [1.34, -1.04, 2.09], [-1.92, -3.24, 0.80], [-2.71, -2.37, 1.77], [-2.76, -3.19, 1.26], [1.06, -3.19, -0.17], [-0.20, -2.55, -0.63], [0.22, -2.85, 0.19], [-1.70, -0.91, -2.50], [-1.49, 0.38, -2.05], [-2.29, -0.17, -2.27], [3.59, -0.42, 0.27], [3.20, 0.71, -0.63], [3.94, 0.06, -0.49]]
}

---

{
  "formula": "C4H22O7",
  "method": "ωB97M-V/def2-TZVPD",
  "smiles": "C=C(C)C.O.O.O.O.O.O.O",
  "elements": ["C", "C", "C", "C", "H", "H", "H", "H", "H", "H", "H", "H", "O", "H", "H", "O", "H", "H", "O", "H", "H", "O", "H", "H", "O", "H", "H", "O", "H", "H", "O", "H", "H"],
  "coordinates": [[0.32, -1.14, 1.30], [0.41, -0.30, 2.32], [1.29, 0.87, 2.52], [-0.74, -0.37, 3.32], [-0.41, -1.97, 1.24], [0.85, -1.17, 0.38], [1.76, 1.09, 1.50], [1.86, 0.65, 3.44], [0.86, 1.91, 2.69], [-0.98, -1.32, 3.76], [-1.66, -0.03, 2.81], [-0.54, 0.42, 4.08], [0.10, 1.09, -0.49], [-0.27, 0.22, -0.71], [0.64, 0.98, 0.29], [0.18, 2.21, -3.01], [0.03, 3.15, -2.87], [0.26, 1.86, -2.10], [-1.18, 3.53, -0.18], [-0.78, 2.87, -0.74], [-0.45, 3.87, 0.37], [-3.25, -1.49, -0.95], [-3.66, -2.02, -0.27], [-2.44, -1.14, -0.56], [1.09, -2.88, -1.80], [0.21, -3.22, -1.55], [1.55, -3.71, -1.57], [2.69, -1.80, -0.20], [2.15, -1.63, -1.00], [2.98, -0.87, -0.08], [-1.30, 0.14, -4.14], [-0.91, 0.83, -3.59], [-0.68, -0.59, -4.19]]
}

---

{
  "formula": "C4H22O9",
  "method": "ωB97M-V/def2-TZVPD",
  "smiles": "CCCC(=O)O.O.O.O.O.O.O.O",
  "elements": ["C", "C", "C", "C", "O", "O", "H", "H", "H", "H", "H", "H", "H", "H", "O", "H", "H", "O", "H", "H", "O", "H", "H", "O", "H", "H", "O", "H", "H", "O", "H", "H", "O", "H", "H"],
  "coordinates": [[1.60, 0.91, 1.74], [0.79, 0.37, 0.55], [1.22, -1.00, 0.03], [0.28, -1.48, -1.09], [-0.87, -1.75, -0.98], [0.87, -1.17, -2.28], [2.69, 1.02, 1.60], [1.44, 0.20, 2.65], [1.25, 1.89, 1.93], [0.82, 1.17, -0.20], [-0.26, 0.10, 0.84], [2.26, -0.87, -0.32], [1.20, -1.88, 0.79], [0.50, -1.35, -3.19], [-0.92, -2.84, 2.68], [-0.08, -3.11, 3.09], [-1.19, -2.18, 3.32], [-2.11, 2.42, -0.98], [-2.62, 3.26, -0.93], [-1.72, 2.50, -1.84], [-3.32, -0.11, 0.81], [-2.53, 0.10, 0.34], [-3.37, -0.97, 1.25], [0.63, -3.75, -0.15], [0.86, -3.92, 0.77], [-0.21, -4.16, -0.37], [-1.68, -0.66, -3.33], [-1.92, -0.67, -2.40], [-1.65, 0.32, -3.22], [-0.51, 3.91, 0.39], [0.15, 3.72, -0.31], [-0.19, 3.50, 1.25], [2.49, 2.32, -0.70], [3.06, 1.73, -0.22], [3.05, 2.42, -1.50]]
}

---

What are the electronic energy values for these records? In order: -28521.2720, -18835.3513, -22930.9434 eV.
What are the HOMO-LUMO gap values for these records? In order: 8.799, 9.828, 10.292 eV.